1.
DFT (ωB97M-V/def2-TZVPD) results for C38H95CuN6O13 as an isolated structure.

Element x y z (Å)
H -1.481 8.679 5.138
H 3.373 3.736 -4.291
H -1.117 -4.171 1.145
H 2.099 -4.964 0.000
H -0.577 0.304 -3.468
C -3.198 6.831 4.446
O 3.110 -1.759 2.400
C 1.941 3.600 -2.046
C -2.319 1.904 -0.099
H -0.437 7.804 3.962
O 1.563 -0.095 -1.849
H 4.990 -1.909 0.092
C 1.029 0.937 -7.295
C -0.269 -1.923 4.284
H 4.155 0.038 -5.399
H 0.700 2.675 3.140
C 5.368 0.346 1.076
H 0.691 3.851 -0.279
H 1.095 3.741 -2.720
H -1.455 -4.222 3.683
H 0.146 0.367 -7.006
H -4.683 4.225 1.441
H 2.290 4.632 -2.037
C -3.363 2.549 1.922
H 3.029 -2.477 4.345
C 6.359 -2.947 -6.800
C -3.351 -2.718 -1.542
O 0.875 -4.783 1.386
H 5.057 4.498 0.567
H 8.606 -2.629 -9.070
H -1.517 -1.006 -2.863
H -0.328 0.103 -1.166
O -4.119 -3.568 -0.573
C 2.967 -2.167 0.991
H -5.986 -2.636 -0.366
O -9.704 -3.895 1.291
H -1.043 -3.252 5.771
H 3.693 -0.187 1.568
C 0.899 5.162 3.074
C -1.343 8.395 4.094
H -1.494 -1.599 6.249
C 5.327 3.817 -0.240
H 2.288 1.570 1.950
H 4.381 -1.328 -7.358
N -6.921 -3.967 1.589
O 6.774 -2.345 -8.058
C 1.266 3.090 -0.807
H -2.421 6.211 4.894
H -3.191 -0.174 5.168
C -5.509 -3.691 1.362
C 0.697 2.980 2.093
H 8.068 -3.993 -8.206
H 1.001 6.228 2.873
H -5.028 -3.429 2.305
C 1.033 -4.753 -0.075
C 5.479 1.845 1.111
H -2.594 2.158 2.589
H -3.682 7.458 5.194
H 6.231 -1.172 -5.761
H 5.744 -3.797 -7.097
H 4.153 -3.308 3.191
H 7.168 -3.196 -6.114
C -4.249 3.787 2.340
H -2.907 -3.426 -2.242
H -9.593 -2.506 2.894
O 2.894 2.737 -2.596
O -2.514 7.760 3.582
C 0.231 -0.608 -1.774
H -0.256 -0.840 4.168
O 4.906 2.482 0.004
H -0.189 5.194 3.007
H 1.573 -1.483 -6.183
H -5.096 3.365 2.881
H -7.615 -2.097 1.025
C -9.053 -3.302 2.381
H 2.278 -3.400 3.127
H 0.350 -2.365 2.278
C -0.491 -0.712 -3.085
C 3.000 2.760 -3.980
H -1.622 2.299 -0.839
C 4.022 -1.411 0.156
C -1.355 -2.274 5.404
H -7.286 -2.160 2.741
H -2.620 -2.023 -1.128
H 0.959 1.098 0.974
N -3.404 4.751 3.073
C 7.695 -3.172 -8.818
H -2.997 1.312 -0.714
C -3.068 -0.939 4.401
H 0.378 -5.490 -0.542
H -4.601 -2.058 0.772
H -2.296 -0.587 3.717
H 7.316 -3.652 -9.720
H -1.781 1.159 0.487
H -4.893 5.239 4.325
C -0.482 -4.719 1.842
N 4.289 -1.804 -6.472
O -2.725 -2.261 4.906
C -0.523 -4.014 3.158
H 6.413 3.812 -0.338
H 5.030 2.178 2.047
H -1.140 9.358 3.625
H 0.754 -1.940 4.659
C -9.779 -5.323 1.259
H 2.034 2.586 -4.453
H 2.947 -3.239 0.797
H 4.791 4.228 -1.096
H 2.011 -1.728 0.707
H -5.053 -4.661 1.166
H 2.585 3.271 0.575
N 4.005 -0.029 0.620
C -7.692 -2.733 1.907
H -4.688 6.367 3.039
H 0.345 -4.471 3.633
O 1.352 4.320 2.053
H 3.653 1.903 -4.151
H -7.362 -4.282 0.737
O 2.162 0.102 -7.176
H -2.652 5.121 2.510
H -3.977 -0.905 3.801
C 3.618 -0.902 -5.521
C 1.521 1.977 1.292
H 5.549 -2.447 -4.976
H -3.925 1.664 1.623
H 0.000 -1.506 -3.648
C 2.178 -0.600 -5.977
Cu 3.456 1.015 -1.197
H -0.360 2.871 1.850
H -3.947 -2.086 -2.201
H -0.818 -5.755 1.878
H 3.610 -1.457 -0.852
H 6.076 -0.190 0.445
H 1.693 -0.087 -5.147
H -10.541 -5.704 0.580
N 2.190 2.447 0.147
H 5.680 -0.040 2.046
H 1.427 4.874 3.983
N -0.344 -2.605 2.972
C 5.598 -2.031 -5.982
H 1.068 1.792 -6.619
O -2.748 2.981 0.672
H 6.556 2.005 1.169
H 0.190 -1.653 -1.467
H 3.547 -1.400 -4.554
C -5.061 -2.843 0.172
C -4.132 5.813 3.795
H -10.125 -5.676 2.231
C 3.184 -2.827 3.324
H -8.813 -5.823 1.321
H 0.393 2.488 -1.056
H -8.829 -4.086 3.104
H 0.832 -3.727 -0.382
H 0.747 1.270 -8.294

Output
- net charge = 0
- LUMO (spin up / spin down) (eV) = 0.4 / -0.5
- spin multiplicity = 3

Results of the Mulliken charge analysis, in e, for atoms 1 through 2: number 1, H, carries 0.346; number 2, H, carries 0.310

---

2.
DFT (ωB97M-V/def2-TZVPD) results for a 7-piece molecular cluster, C38H97N7O12 overall.

Element x y z (Å)
C 8.351 10.555 18.834
H 0.349 7.269 23.765
C 1.553 5.531 21.485
H 9.037 10.660 17.989
H 0.489 2.116 19.204
C 10.939 1.892 18.971
O 1.204 -1.455 17.441
H 3.701 9.941 21.199
H 6.150 5.661 19.629
C 0.840 9.915 15.457
H 0.347 10.498 14.685
O 10.445 3.130 19.408
H 1.455 -0.133 19.477
H 1.216 5.130 26.111
O 5.569 1.682 18.807
H 3.412 5.840 18.752
H 0.307 10.465 20.110
H 6.498 8.542 21.832
C 5.638 4.896 23.059
H 7.282 8.545 18.515
H 3.243 -1.115 17.814
C 6.779 6.262 18.959
H 9.126 5.242 20.043
H 0.883 6.214 22.010
H 8.740 5.798 22.731
H -0.420 0.865 24.779
H 4.569 11.255 16.322
C 4.872 3.639 22.736
H 0.523 8.975 24.227
H 1.003 5.113 24.337
O 0.106 10.167 16.654
C 4.317 1.800 19.468
H -1.537 8.044 20.204
C -1.179 0.970 21.144
H 0.086 8.142 17.078
H 5.385 2.819 23.261
C 0.572 1.297 24.836
C 0.216 9.105 17.580
H 7.199 6.691 22.883
C 0.170 7.993 24.565
H 1.165 1.110 23.933
H 3.834 3.719 23.056
N 4.892 3.347 21.293
H 3.956 7.092 21.123
H 6.564 7.273 17.044
H 2.572 10.928 17.471
H 2.608 10.385 19.118
O 0.442 2.686 25.059
H 2.396 2.886 24.483
H 4.986 12.517 17.454
C 2.395 -0.707 17.250
H 6.044 -0.202 19.409
H 1.197 0.917 25.658
C 1.103 1.733 21.211
C 6.586 11.076 17.242
O 7.020 4.655 22.839
H 8.844 10.956 19.718
N -0.762 8.117 19.559
H 3.390 7.383 16.976
H 3.064 1.333 17.533
C 3.112 11.055 18.422
H 3.350 1.925 21.360
H -1.445 10.739 20.167
H 2.569 6.969 23.801
H 7.285 4.809 17.701
H 1.273 1.126 17.324
H 6.764 0.974 20.446
H 4.477 6.842 15.664
H 0.077 8.162 20.134
H -1.568 1.832 21.695
C 4.000 6.546 16.600
O 4.467 10.724 18.294
H 2.093 2.701 19.620
H 5.436 5.153 24.101
H 5.497 7.851 18.285
H 7.865 4.058 19.872
H 7.356 6.977 19.555
C 6.491 0.808 19.398
H 0.676 2.674 21.582
H -1.794 9.368 18.264
C 3.036 7.430 20.618
H 3.678 4.820 19.983
H 6.653 9.999 17.051
C 5.114 11.442 17.256
C 1.654 4.823 25.158
H 1.445 6.651 19.591
N 7.158 11.370 18.569
H 3.742 0.877 19.307
H 5.268 5.708 22.419
H 9.009 8.489 18.741
H 4.910 1.193 21.461
H 6.439 11.051 19.208
N 2.063 0.640 19.220
H 7.924 5.890 24.288
H 3.877 8.807 22.548
H 0.461 -3.189 16.779
C 8.111 9.043 19.021
N 2.938 5.291 19.463
H 10.072 4.394 17.850
O 7.945 8.718 20.423
H 2.333 5.273 22.214
C 7.763 5.813 23.208
H 2.026 1.559 21.767
H 6.575 10.147 20.970
H 10.159 1.134 18.857
O 0.795 7.583 25.752
N 3.010 5.340 25.030
C 1.429 -2.820 17.119
H 2.131 2.990 26.188
O 4.919 6.026 17.525
C 5.947 6.929 17.882
C 8.589 4.657 19.298
H 1.782 -3.374 17.990
H 3.979 7.163 24.755
H -0.446 11.496 18.922
H 2.408 8.770 25.723
H 5.890 8.757 20.150
H 2.126 -2.981 16.292
C 2.948 6.788 24.812
N 7.815 5.412 18.325
H 2.995 12.102 18.726
H 1.866 10.245 15.639
H 7.104 11.653 16.477
C 2.169 6.214 20.290
H 1.081 4.599 21.187
H 2.537 7.447 26.820
H 7.385 0.755 18.784
C 3.150 9.351 21.936
C 6.641 9.060 20.888
C -0.597 10.582 19.500
H 3.363 7.917 19.687
C 2.214 7.693 25.804
C 1.691 3.290 25.224
C 2.193 0.718 17.755
H 3.845 2.631 18.945
H 11.438 1.960 17.994
H 3.215 5.812 16.404
H 5.888 3.239 21.092
H 8.874 3.015 17.993
H 0.855 8.860 15.176
C 9.524 3.718 18.515
H -0.893 8.103 24.769
C 1.416 1.843 19.726
H 1.227 9.119 18.023
O 0.164 0.707 21.475
H 2.540 9.982 22.576
O 2.282 8.400 21.333
H 2.673 -0.756 16.192
H -1.723 0.071 21.430
H 3.591 5.172 25.845
H -1.342 1.110 20.072
C -0.797 9.284 18.708
C 4.370 2.017 20.974
H 11.695 1.541 19.671

Output
- energy relative to the best compared isomer or geometry (same formula, charge and spin) (kJ/mol) = 125.8
- net charge = 0
- LUMO (eV) = 0.6
- spin multiplicity = 1

Results of the Mulliken charge analysis, in e, for atoms 1 through 2: number 1, C, carries -1.176; number 2, H, carries -0.092

---

In the order shown, the computed largest force on an atom values come out to 2.90 2.52 eV/Å.
In the order shown, the computed E_tot values come out to -4451.2815 -2791.8719 Ha.